Entry 1:
This record from the OMol25 dataset describes a 2-piece molecular cluster, C4H6N2OS overall in a non-equilibrium geometry. The level of theory is the ωB97M-V functional and the def2-TZVPD basis.

## Properties
HOMO-LUMO gap (spin up / spin down), eV: 8.76 / 7.48
LUMO (spin up / spin down), eV: 0.108 / -1.336
Charge: 0
Total energy, eV: -20103.51241
Energy relative to the best compared isomer or geometry (same formula, charge and spin), kcal per mole: 134.42
HOMO energy (spin up / spin down), Ha: -0.3181 / -0.3240

Atoms and positions in Å:
S (-1.521, -1.745, -0.664)
O (-1.255, -2.218, 0.658)
N (-1.213, -0.055, -0.466)
N (-0.978, 0.746, -1.530)
C (-0.702, 1.908, 0.394)
C (2.416, -1.746, 0.284)
C (-1.015, 0.628, 0.660)
C (-0.666, 1.930, -1.066)
H (2.543, -0.946, -0.481)
H (2.850, -2.675, 0.066)
H (-0.575, 2.786, 1.035)
H (2.027, -1.601, 1.244)
H (-1.546, 0.171, 1.544)
H (-0.364, 2.817, -1.677)


Entry 2:
This record from the OMol25 dataset describes one molecule with the formula C4H6N2OS in a non-equilibrium geometry. The level of theory is the ωB97M-V functional and the def2-TZVPD basis.

## Properties
HOMO-LUMO gap, eV: 9.70
LUMO, eV: 0.702
Charge: 0
Structure (SMILES): [H]/N=C1/NO[C@H]2C[C@@H]2S1
Total energy, eV: -20103.92285
Energy relative to the best compared isomer or geometry (same formula, charge and spin), kcal per mole: 124.96
HOMO energy, Ha: -0.3306

Atoms and positions in Å:
S (-0.750, -1.596, -0.254)
O (0.359, 1.508, 0.067)
N (-2.872, 0.057, 0.188)
N (-0.997, 1.224, -0.338)
C (1.020, 0.375, -0.426)
C (0.715, -0.822, 0.393)
C (-1.638, -0.013, -0.067)
C (2.155, -0.461, 0.045)
H (0.566, -0.547, 1.434)
H (0.808, 0.267, -1.497)
H (2.702, -0.955, -0.758)
H (2.749, -0.194, 0.926)
H (-1.561, 1.994, 0.036)
H (-3.256, -0.837, 0.249)


Entry 3:
This record from the OMol25 dataset describes a 2-piece molecular cluster, C4H6N2S overall in a non-equilibrium geometry. The level of theory is the ωB97M-V functional and the def2-TZVPD basis.

## Properties
HOMO-LUMO gap, eV: 8.65
LUMO, eV: 0.656
Charge: 0
Structure (SMILES): N=C=CS.C=C=N
Total energy, eV: -18056.53313
Energy relative to the best compared isomer or geometry (same formula, charge and spin), kcal per mole: 102.39
HOMO energy, Ha: -0.2939

Atoms and positions in Å:
S (2.401, -0.417, 0.670)
N (0.165, 1.578, -1.868)
N (-0.630, -1.663, 0.795)
C (-1.245, -0.621, 0.965)
C (2.004, 0.084, -1.006)
C (-1.958, 0.432, 1.074)
C (0.950, 0.799, -1.398)
H (-0.442, -2.234, 1.535)
H (1.096, -1.216, 0.519)
H (-1.485, 1.412, 1.258)
H (-0.734, 1.191, -2.170)
H (-3.048, 0.425, 1.211)
H (2.927, 0.231, -1.586)


Entry 4:
This record from the OMol25 dataset describes one molecule with the formula C4H6N2S2 in a non-equilibrium geometry. The level of theory is the ωB97M-V functional and the def2-TZVPD basis.

## Properties
HOMO-LUMO gap, eV: 9.89
LUMO, eV: 0.705
Charge: 0
Structure (SMILES): [H]/N=C(/NS)SCC#C
Total energy, eV: -28893.30887
Energy relative to the best compared isomer or geometry (same formula, charge and spin), kcal per mole: 66.92
HOMO energy, Ha: -0.3375

Atoms and positions in Å:
S (-0.483, 2.232, -0.701)
S (-0.554, -1.172, -1.077)
N (-1.148, 1.064, 0.367)
N (-2.879, -0.468, 0.147)
C (0.830, -1.325, 0.104)
C (-1.682, -0.145, -0.137)
C (2.818, 0.447, -0.122)
C (1.909, -0.331, -0.027)
H (1.255, -2.292, -0.047)
H (0.789, 2.086, -0.327)
H (3.637, 1.123, -0.192)
H (0.396, -1.289, 1.121)
H (-1.834, 1.480, 1.023)
H (-3.056, -1.409, -0.133)